A) The ion C3H6NO2 with charge +1, computed with the ωB97M-V functional and the def2-TZVPD basis.

```
! wB97M-V def2-TZVPD RIJCOSX def2/J DEFGRID3
* xyz 1 1
C 0.68814 -1.73592 -0.05456
O 0.28181 -0.61011 0.71657
C -0.52596 0.24331 0.22956
N -1.01588 1.22853 0.90185
C -1.09913 2.46497 0.62252
O -0.30119 3.03141 -0.20773
H 0.46170 -2.64117 0.51199
H 1.77049 -1.67030 -0.18426
H 0.18796 -1.76684 -1.02600
H -0.93742 0.04740 -0.77686
H -1.81716 3.10654 1.12427
H 0.38721 2.49126 -0.62614
*
```

Calculated values
HOMO energy: -0.60455 Ha
SMILES: COC=[N+]=CO
E_LUMO: -0.188 hartree

=====

B) The ion C3H6NO2 with charge +1, computed with the ωB97M-V functional and the def2-TZVPD basis.

```
! wB97M-V def2-TZVPD RIJCOSX def2/J DEFGRID3
* xyz 1 1
C 1.46517 0.59272 0.25157
C 0.47787 0.00700 -0.68552
C -0.86034 0.33636 -0.22886
O -1.63442 1.33096 0.22383
N -0.67823 -0.94043 -0.35550
O -1.30322 -1.96191 0.28009
H 0.92079 0.90359 1.26722
H 1.65404 1.49468 -0.13751
H 2.28741 0.04271 0.37830
H 0.87662 -0.12153 -1.74091
H -2.46402 1.10153 0.59870
H -0.74167 -2.78569 0.14859
*
```

Calculated values
HOMO energy: -0.57486 Ha
SMILES: C[C@@H]1C(O)=[N+]1O
E_LUMO: -0.161 hartree

=====

C) The ion C3H6NO2 with charge +1, computed with the ωB97M-V functional and the def2-TZVPD basis.

```
! wB97M-V def2-TZVPD RIJCOSX def2/J DEFGRID3
* xyz 1 1
N 2.04742 0.25993 0.01010
C 0.83788 0.78546 -0.00663
C -0.31833 -0.17864 0.02230
O 0.38327 -1.43630 0.19310
C -1.71557 -0.33554 0.03447
O -2.61820 0.63388 0.03709
H 2.25656 -0.66368 -0.03115
H 2.87469 0.86282 0.04844
H 0.83497 1.84970 0.13787
H -0.14215 -2.00318 -0.39271
H -2.17611 -1.35353 -0.09215
H -2.26442 1.57908 0.03927
*
```

Calculated values
HOMO energy: -0.50780 Ha
SMILES: [NH2+]=C/C(O)=C\O
E_LUMO: -0.207 hartree

=====

Short version: B) is the least stable of them.

=====

A) The molecule C8H10O, computed with the ωB97M-V functional and the def2-TZVPD basis.

```
! wB97M-V def2-TZVPD RIJCOSX def2/J DEFGRID3
* xyz 0 1
C 1.48680 1.03180 1.03642
C 1.40122 -0.40295 0.67130
O 2.07573 -1.31191 1.09012
C 0.37698 -0.65932 -0.53653
C 0.45152 0.19016 -1.80398
C -0.64208 0.96801 -1.88520
C -1.60227 0.54100 -0.90811
C -1.01956 -0.36437 -0.06454
C -1.36340 -1.14898 1.15282
H 0.77804 1.39406 1.69570
H 1.61134 1.70494 0.23472
H 2.32091 1.18706 1.60663
H 0.48386 -1.61397 -0.86863
H 1.41160 0.10112 -2.38099
H -0.78711 1.66053 -2.60346
H -2.57851 0.77905 -0.71837
H -0.54607 -1.60377 1.54770
H -2.08908 -2.04906 0.86865
H -1.76991 -0.40339 1.86575
*
```

Calculated values
HOMO energy: -0.30753 Ha
SMILES: CC(=O)[C@@H]1C=CC=C1C
E_LUMO: 0.034 hartree

=====

B) The molecule C8H10O, computed with the ωB97M-V functional and the def2-TZVPD basis.

```
! wB97M-V def2-TZVPD RIJCOSX def2/J DEFGRID3
* xyz 0 1
C -0.57628 -1.23337 -0.60182
C 0.75299 -1.10126 -0.68992
C -0.62706 1.27048 -0.71141
C 0.71563 1.36787 -0.74442
C -1.10241 0.06277 0.07216
C 1.27743 0.07889 -0.08206
C -2.62789 -0.06067 0.45295
C 2.52701 -0.09068 0.74341
O -0.28234 0.23713 1.23794
H -1.07408 -2.01610 -1.10531
H 1.28757 -2.00068 -1.04071
H -1.09571 2.23061 -1.01429
H 1.39101 2.08046 -1.14497
H -2.85544 0.75478 1.23883
H -2.85928 -1.14591 0.73917
H -3.34060 0.13791 -0.33532
H 2.32285 -0.99496 1.42172
H 2.65573 0.80188 1.34072
H 3.51087 -0.37915 0.22334
*
```

Calculated values
HOMO energy: -0.30991 Ha
E_LUMO: -0.005 hartree

=====

Short version: B) is the least stable of them.

=====

A) A structure of composition C3H2N2O3, computed with the ωB97M-V functional and the def2-TZVPD basis.

```
! wB97M-V def2-TZVPD RIJCOSX def2/J DEFGRID3
* xyz 0 1
C 0.36451 -0.22651 0.05054
C -0.40637 0.94405 -0.27922
C -1.56012 -0.72156 0.18807
H -0.22600 2.10018 -0.54954
H -2.53233 -1.17914 0.53408
N 1.83959 -0.08957 -0.03306
N -0.38764 -1.30633 0.04071
O 2.31614 -1.19922 -0.21321
O 2.21937 1.08454 0.33003
O -1.62715 0.59356 -0.06840
*
```

Calculated values
HOMO energy: -0.35849 Ha
E_LUMO: -0.022 hartree

=====

B) The molecule C3H2N2O3, computed with the ωB97M-V functional and the def2-TZVPD basis.

```
! wB97M-V def2-TZVPD RIJCOSX def2/J DEFGRID3
* xyz 0 1
O -1.79139 -0.45233 -1.12899
C -0.98274 -0.25764 -0.24699
O -1.29672 -0.30152 1.01134
N -0.28359 0.17386 1.91970
C 0.83539 0.43925 1.40704
N 1.35891 0.32957 0.03707
C 0.48738 -0.03409 -0.79285
O 0.54578 -0.16181 -2.01412
H 1.51680 0.78255 2.10235
H -0.38982 -0.51787 -2.29456
*
```

Calculated values
HOMO energy: -0.38773 Ha
SMILES: O=c1oncnc1O
E_LUMO: 0.004 hartree

=====

Short version: A) is the least stable of them.

=====

A) A cluster of 2 separate species, C3H2N2O3 in total, computed with the ωB97M-V functional and the def2-TZVPD basis.

```
! wB97M-V def2-TZVPD RIJCOSX def2/J DEFGRID3
* xyz 0 1
C -1.32385 0.62800 1.58469
C -0.34618 -0.60324 -0.38769
C -0.31377 0.07213 -1.55604
H -2.78126 0.96751 1.73893
H -1.06685 0.52972 -2.02365
N 1.02775 0.27662 -1.82409
N 1.82928 -0.22193 -0.91900
O -0.33458 1.29330 1.86763
O -1.16327 -0.58923 0.78813
O 0.96681 -1.01174 0.04931
*
```

Calculated values
HOMO energy: -0.38735 Ha
E_LUMO: -0.026 hartree

=====

B) The molecule C3H2N2O3, computed with the ωB97M-V functional and the def2-TZVPD basis.

```
! wB97M-V def2-TZVPD RIJCOSX def2/J DEFGRID3
* xyz 0 1
O -1.33854 1.65430 -0.07833
C -0.48006 0.83873 -0.03667
O 0.84403 1.20752 0.11350
N 1.95655 0.36739 -0.01047
N 1.79577 -0.86145 -0.04347
C 0.42757 -1.41518 -0.02123
C -0.69010 -0.63105 0.03434
O -2.00268 -0.96390 0.02840
H 0.37693 -2.53274 -0.13387
H -2.21010 -1.94722 0.14426
*
```

Calculated values
HOMO energy: -0.37998 Ha
SMILES: O=c1onncc1O
E_LUMO: -0.017 hartree

=====

Short version: A) is the least stable of them.

=====

A) The molecule C3H2N2O3, computed with the ωB97M-V functional and the def2-TZVPD basis.

```
! wB97M-V def2-TZVPD RIJCOSX def2/J DEFGRID3
* xyz 0 1
O -0.31108 1.28797 2.04201
C -0.35964 0.49307 1.06095
C -1.42887 0.60531 0.01936
N -1.38531 0.16948 -1.14385
N -0.11220 -0.45719 -1.41997
C 0.70686 -0.56162 -0.52313
O 1.78848 -1.28911 -0.78059
O 0.76751 -0.05870 0.73766
H -2.49559 0.94730 0.30909
H 1.50879 -1.67524 -1.69810
*
```

Calculated values
HOMO energy: -0.39498 Ha
SMILES: O=c1cnnc(O)o1
E_LUMO: -0.023 hartree

=====

B) A cluster of 2 separate species, C3H2N2O3 in total, computed with the ωB97M-V functional and the def2-TZVPD basis.

```
! wB97M-V def2-TZVPD RIJCOSX def2/J DEFGRID3
* xyz 0 1
C -0.85422 -0.54963 1.94334
C -0.56497 0.86653 2.50485
C -0.22683 0.84579 0.25840
N -0.60635 -0.44960 0.59091
N -0.08425 1.66077 1.39403
O -1.26155 -1.50952 2.52705
O -0.66692 1.25595 3.61831
O -1.08754 1.88368 0.37604
H 0.99428 1.04033 -0.95788
H -0.81450 -1.17773 -0.07325
*
```

Calculated values
HOMO energy: -0.37801 Ha
E_LUMO: -0.038 hartree

=====

Short version: B) is the least stable of them.

=====

A) The molecule CH3N5, computed with the ωB97M-V functional and the def2-TZVPD basis.

```
! wB97M-V def2-TZVPD RIJCOSX def2/J DEFGRID3
* xyz 0 1
H 0.60375 -2.67209 -0.48736
N 0.99121 -1.74696 -0.27627
C 0.28048 -0.76621 -0.02496
N 1.06208 0.53690 0.16679
N 0.20550 1.40853 0.14984
N -1.05210 1.04966 -0.24257
N -1.07064 -0.30843 0.32529
H -1.64266 1.70354 0.19648
H -1.59628 -1.01213 -0.42089
*
```

Calculated values
HOMO energy: -0.36002 Ha
SMILES: [H]/N=c1/nn[nH][nH]1
E_LUMO: 0.023 hartree

=====

B) The molecule CH3N5, computed with the ωB97M-V functional and the def2-TZVPD basis.

```
! wB97M-V def2-TZVPD RIJCOSX def2/J DEFGRID3
* xyz 0 1
N -2.05095 -0.12900 0.08482
C -0.77361 -0.04856 -0.07986
N 0.09365 1.04066 -0.11618
N 1.41243 0.67491 0.10202
N 1.40550 -0.61317 0.08115
N 0.17492 -1.04110 -0.16294
H -2.54416 0.71182 0.27474
H -0.10834 2.06017 -0.01246
H 0.04524 -2.00672 0.29472
*
```

Calculated values
HOMO energy: -0.32927 Ha
SMILES: N=c1[nH]nn[nH]1
E_LUMO: 0.033 hartree

=====

C) The molecule CH3N5, computed with the ωB97M-V functional and the def2-TZVPD basis.

```
! wB97M-V def2-TZVPD RIJCOSX def2/J DEFGRID3
* xyz 0 1
H -1.85923 -0.21038 -1.09933
N -2.09649 -0.03466 -0.02368
C -0.85677 -0.02709 0.26250
N -0.14991 0.08911 1.59814
N 1.02958 -0.31719 1.24098
N 1.42723 -0.41985 0.04730
N 0.17786 0.02245 -0.71971
H 2.24286 0.04533 -0.04515
H 0.08486 0.85228 -1.26105
*
```

Calculated values
HOMO energy: -0.36269 Ha
SMILES: [H]/N=c1/nn[nH][nH]1
E_LUMO: 0.011 hartree

=====

Short version: C) is the least stable of them.